P) 106
Properties=species:S:1:pos:R:3 method="wB97M-V/def2-TZVPD" gap_ev="5.94 / 6.36" multiplicity=6 charge=+2
Ru 10.10342 9.27450 14.48061
C 11.68647 6.25210 13.53237
C 10.31614 6.06856 14.08634
C 9.48472 4.91302 13.91657
C 8.10464 5.04341 14.10031
C 7.58352 6.24041 14.73164
C 8.48090 7.27278 14.94100
N 9.73622 7.21926 14.52378
Sb 7.85449 9.13316 15.96591
C 8.05711 11.03434 14.83161
C 7.20952 12.00766 14.46176
C 7.70919 13.16704 13.71546
C 9.05978 13.24432 13.46034
C 9.91560 12.22868 13.88669
C 11.41273 12.30009 13.60144
N 9.38287 11.19407 14.56887
C 9.59517 9.38751 17.20614
C 9.71792 10.13671 18.37176
C 10.98410 10.24081 18.98387
C 12.10167 9.82086 18.29658
C 11.92251 9.26208 16.98545
C 13.03276 8.70036 16.16749
N 10.64599 9.10607 16.45004
H 12.26501 5.35237 13.51459
H 11.56110 6.86998 12.58766
H 12.26050 6.85424 14.19788
H 9.94071 3.94072 13.57989
H 7.50152 4.19346 13.94430
H 6.53136 6.30037 14.96186
H 6.10833 11.82324 14.47315
H 6.97696 13.83166 13.40558
H 9.43178 14.16455 13.00363
H 11.89973 12.04290 14.48262
H 11.64369 11.52906 12.81599
H 11.59596 13.34131 13.26336
H 8.88752 10.38411 18.96207
H 11.00277 10.79302 19.98068
H 13.14745 9.89370 18.65903
H 12.84097 9.13395 15.16450
H 15.03059 8.10519 15.62803
H 12.81310 7.69318 15.99921
Cl 10.09618 9.58688 12.07584
C 18.43245 7.78823 7.55828
C 17.78832 8.63933 8.67320
C 16.39748 9.11138 8.23434
C 17.44594 7.63296 9.78025
Si 18.92702 10.04915 9.40455
Br 17.36829 11.55031 10.35327
C 20.27047 9.47930 10.65514
C 19.64692 9.72596 12.06964
C 21.55370 10.38171 10.56352
C 20.77863 8.00324 10.57928
C 19.74862 11.04671 7.94225
C 20.10562 12.52963 8.27292
C 20.87979 10.33849 7.15706
C 18.58447 11.23817 6.98616
H 18.15886 6.71385 7.65661
H 19.49438 7.86169 7.46264
H 18.03911 8.11956 6.55263
H 15.82157 8.17787 8.01582
H 16.31742 9.63217 7.26738
H 15.83260 9.66457 8.98366
H 18.28806 7.47550 10.45716
H 17.16673 6.66808 9.42003
H 16.59114 7.89599 10.43406
H 19.29045 10.74311 12.09078
H 20.44954 9.61610 12.76294
H 18.85061 8.98361 12.43902
H 21.46150 11.38942 11.01433
H 21.87423 10.50352 9.56155
H 22.41540 9.85112 11.01565
H 20.04697 7.32300 11.02948
H 21.80933 7.86239 10.98092
H 20.81559 7.62484 9.52772
H 20.78160 12.71833 9.07977
H 19.17818 12.97476 8.47017
H 20.51224 12.94471 7.36845
H 21.64673 9.92585 7.81834
H 21.36772 11.11370 6.58471
H 20.42605 9.61454 6.51186
H 17.76688 11.73716 7.55776
H 18.18572 10.36971 6.44219
H 18.81002 12.06812 6.29721
C 15.58281 13.33010 15.35360
N 15.52289 11.89594 14.89554
C 16.90505 11.29982 14.68432
C 14.49375 11.10776 15.72782
C 15.11773 10.03395 16.62489
C 15.99417 10.48194 17.65324
C 16.39437 9.61040 18.67869
C 15.85067 8.31388 18.67990
C 14.92292 7.87791 17.76389
C 14.55594 8.68062 16.46735
H 16.51783 13.85572 15.04155
H 15.50730 13.42365 16.43218
H 14.70821 13.83591 14.86216
H 15.13739 11.96289 13.95495
H 17.39880 11.19622 15.64509
H 17.36134 11.99761 13.95980
H 16.77488 10.33023 14.20066
H 13.82003 10.60801 14.98271
H 13.80988 11.79279 16.30156
H 16.38062 11.53303 17.73266
H 16.83991 9.80465 19.63693
H 15.99826 7.62994 19.56329
H 14.41317 7.00447 18.06786

Q) 106
Properties=species:S:1:pos:R:3 method="wB97M-V/def2-TZVPD" gap_ev="5.06 / 5.26" multiplicity=6 charge=+2
Ru 0.71652 -13.98096 13.63763
C 4.18624 -12.77770 13.53761
C 3.73361 -13.52670 12.32722
C 4.58575 -13.61930 11.21413
C 4.22206 -14.29033 10.04429
C 2.99856 -14.90393 10.07088
C 2.20779 -14.89045 11.19930
N 2.49003 -14.16922 12.29725
Sb 0.56159 -16.18422 10.97493
C 1.21878 -16.84188 12.93495
C 1.46074 -18.19477 12.98171
C 1.48443 -18.89317 14.19440
C 1.06767 -18.17724 15.33143
C 0.79976 -16.80592 15.27088
C 0.04821 -16.16045 16.40629
N 1.01056 -16.11221 14.05892
C -0.84853 -14.75318 11.64915
C -1.94116 -14.56426 10.82295
C -3.13709 -14.06951 11.31498
C -3.25960 -13.89755 12.68581
C -2.18089 -14.04704 13.54580
C -2.44154 -13.94214 15.02338
N -0.99214 -14.42033 12.96236
H 5.18200 -12.40754 13.32813
H 4.22237 -13.41805 14.40855
H 3.54215 -11.92229 13.78625
H 5.55534 -13.12074 11.29091
H 4.80095 -14.29825 9.10105
H 2.61519 -15.38960 9.17463
H 1.66487 -18.70191 12.04342
H 1.83616 -19.91946 14.23434
H 0.84321 -18.69425 16.27957
H -0.91717 -15.77687 16.10011
H 0.61501 -15.34108 16.82713
H -0.11439 -16.92252 17.17971
H -1.81520 -14.85259 9.77343
H -3.93546 -13.80963 10.61426
H -4.24905 -13.66934 13.10632
H -3.03930 -14.81842 15.32472
H -3.00373 -13.04560 15.28093
H -1.53841 -13.92679 15.60088
Cl 1.65671 -13.16358 15.68498
C 7.81089 -14.83148 18.47931
C 6.61522 -14.64718 17.50826
C 6.01125 -13.22485 17.67899
C 7.16107 -14.74176 16.04537
Si 5.22519 -15.93534 17.83363
Br 3.95130 -15.85281 15.92388
C 5.74751 -17.75405 17.90896
C 6.83771 -18.00011 16.79488
C 4.55736 -18.73191 17.60589
C 6.35438 -18.11222 19.27806
C 4.03060 -15.44517 19.26818
C 3.06036 -16.61229 19.58593
C 4.80152 -15.09272 20.56720
C 3.16781 -14.21289 18.89028
H 8.60393 -14.15720 18.22216
H 8.22111 -15.84252 18.44567
H 7.56225 -14.61598 19.51981
H 6.77816 -12.49664 17.42160
H 5.73792 -12.99824 18.70441
H 5.17269 -13.05303 16.99622
H 7.96340 -14.01454 15.88699
H 6.38225 -14.51075 15.30543
H 7.55646 -15.71705 15.75392
H 6.46909 -17.75293 15.80152
H 7.13501 -19.04789 16.78732
H 7.75030 -17.43399 16.98317
H 4.10873 -18.55264 16.63997
H 3.78476 -18.73282 18.36198
H 4.98494 -19.73761 17.56405
H 7.31530 -17.61143 19.45396
H 6.55937 -19.17595 19.32072
H 5.71268 -17.91127 20.15179
H 3.55008 -17.51068 19.96616
H 2.43138 -16.87138 18.73498
H 2.36724 -16.27822 20.38375
H 5.32802 -15.95060 20.98362
H 4.07949 -14.77462 21.29854
H 5.52085 -14.27941 20.43283
H 2.62667 -14.31451 17.93120
H 3.75945 -13.29045 18.84603
H 2.42655 -14.06509 19.67717
C 2.34285 -10.30274 11.33397
N 1.32220 -10.82817 10.35610
C 0.65328 -9.67636 9.65135
C 0.36410 -11.92676 10.92767
C -0.17689 -11.49376 12.27206
C -1.19877 -10.52507 12.18038
C -1.72323 -9.91369 13.30880
C -1.32255 -10.37303 14.54918
C -0.46793 -11.43866 14.68180
C 0.06899 -12.06089 13.52408
H 3.20970 -9.96117 10.74761
H 2.65053 -11.08110 12.04947
H 1.94697 -9.45118 11.90123
H 1.84222 -11.33402 9.60765
H 0.11145 -9.04446 10.35628
H -0.03922 -10.09265 8.92201
H 1.41116 -9.09008 9.12469
H 0.96480 -12.83777 10.93484
H -0.40639 -12.01855 10.16199
H -1.61543 -10.22973 11.21411
H -2.41080 -9.05368 13.21665
H -1.68195 -9.82438 15.44326
H -0.24271 -11.82700 15.68806

Relative to the most stable one, in kcal/mol, the structures come out at P) 73.0; Q) 0.0.

P) 19
Properties=species:S:1:pos:R:3 method="wB97M-V/def2-TZVPD" gap_ev=10.00
C 1.84320 0.34775 2.27651
N 1.17781 0.21663 1.15853
C -0.09272 0.83275 0.73766
C -0.87589 0.29687 -0.59033
N -0.94188 -0.90275 -1.00750
C -0.18429 -2.00358 -0.44581
C -1.71044 1.31193 -1.16879
O -2.06967 2.31047 -0.63112
O -2.25036 1.02099 -2.41244
H 2.87742 -0.15176 2.36626
H 1.47289 0.94042 3.08824
H 0.10899 1.87817 0.69560
H -0.89067 0.79305 1.60077
H 0.59038 -1.97626 -1.19947
H 0.05629 -1.88013 0.63885
H -0.65700 -2.92214 -0.51927
H -1.78928 0.18614 -2.67822
F 1.85521 -0.04434 -1.42046
H 1.48001 -0.25420 -0.48903

Q) 19
Properties=species:S:1:pos:R:3 method="wB97M-V/def2-TZVPD" gap_ev="6.44 / 7.20"
C -0.72136 4.65023 -0.76573
C -0.07603 -0.83079 0.31243
C -1.65424 -1.22051 -1.41376
C 0.89812 -1.45886 -0.72340
C 2.98310 -1.11168 0.49516
N 2.09502 -1.55839 -0.53099
N -1.23086 -0.50713 -0.38363
O 0.01096 5.52047 -0.60879
O -1.30912 3.67958 -0.90176
F -2.84840 0.25749 2.08293
H -0.20026 -1.65915 0.97752
H 0.21737 0.13502 0.91703
H -2.07364 -0.61205 -2.31661
H -1.50569 -2.33096 -1.29010
H 2.49087 -0.26396 0.97381
H 3.35763 -2.03851 1.13050
H 3.89845 -0.82289 -0.08490
H -3.01721 -0.28330 2.75056
H -1.31468 0.45541 -0.62028

Relative to the most stable one, in kcal/mol, the structures come out at P) 0.0; Q) 57.8.

P) 14
Properties=species:S:1:pos:R:3 method="wB97M-V/def2-TZVPD" gap_ev="6.31 / 7.77" charge=-1
C -0.93264 1.36140 -0.19577
N 1.50980 -1.28988 -0.49843
N -0.71287 -1.39002 0.27062
O 2.29041 1.07380 -0.78316
O 3.21417 -0.19573 1.13103
O -2.42991 -0.50859 -1.30005
O -2.67044 -0.11027 1.11369
S 2.62686 -0.22830 -0.21696
S -1.77779 -0.24690 -0.03827
H -1.59099 2.01106 -0.75306
H -0.76835 1.74208 0.80402
H 0.00347 1.20775 -0.71581
H 1.64106 -2.17663 -0.03780
H -0.40278 -1.24976 1.21995

Q) 14
Properties=species:S:1:pos:R:3 method="wB97M-V/def2-TZVPD" gap_ev=7.85 charge=-1
C 0.69867 0.33159 1.39215
N 1.74465 0.70680 0.75681
N -0.48575 -0.99772 -0.80220
O -0.34836 -0.20467 3.44522
O -0.01048 2.85153 1.08339
O 1.45262 -1.86742 2.62659
O -1.66732 1.05248 1.47637
S 0.16036 -1.20053 2.41618
S -0.46125 1.49255 2.09051
H -0.13332 2.47247 0.11349
H 2.37723 0.02592 0.41520
H -0.18588 -1.78744 -0.30133
H -0.98399 -0.18431 -0.29905
H 0.42629 -0.65062 -0.94507

Relative to the most stable one, in kcal/mol, the structures come out at P) 9.8; Q) 0.0.

P) 15
Properties=species:S:1:pos:R:3 method="wB97M-V/def2-TZVPD" gap_ev=6.19 charge=-1
C 1.17109 -2.40884 1.10899
S 0.97794 -2.48290 -0.67608
H 0.81257 -1.44627 1.49085
H 0.64455 -3.19437 1.62775
H 2.27287 -2.38451 1.51799
C -1.02681 1.64132 0.53557
C -0.99397 1.05416 -0.99698
N 0.46998 1.05835 -1.58306
H -0.03647 1.62433 0.90708
H -1.35127 2.59899 0.28126
H -1.80031 0.93030 1.18936
H -1.41505 -0.00940 -1.04461
H -1.45843 1.70538 -1.68772
H 1.00844 1.15149 -0.72869
H 0.72487 0.16197 -1.94170

Q) 15
Properties=species:S:1:pos:R:3 method="wB97M-V/def2-TZVPD" gap_ev=6.28 charge=-1
C -2.08135 -0.69984 -2.12168
S -0.83498 0.52297 -2.76253
H -2.79371 -0.32259 -1.35918
H -1.54127 -1.58555 -1.78325
H -2.74495 -1.01819 -2.97551
C 1.68586 1.19390 1.68733
N 1.55221 -0.08714 1.05131
C 0.11298 -0.39647 0.82342
H 1.35885 2.07902 0.96791
H 2.70821 1.36550 1.87040
H 1.10544 1.18046 2.63424
H 1.83070 -0.26730 0.09364
H -0.40044 0.15739 -0.16466
H 0.35456 -1.38892 0.24314
H -0.31211 -0.73325 1.79541

Relative to the most stable one, in kcal/mol, the structures come out at P) 0.0; Q) 12.6.